1.
Entry from the Open Molecules 2025 dataset: a structure of composition C4HLiO4Zn (ωB97M-V with the def2-TZVPD basis set).

Last column: natural (NBO) charge in e.
Atoms and positions in Å:
Zn -2.4961 1.8816 -0.2710  0.917
O -0.9323 -2.5556 1.6098  -0.637
O -0.0890 1.9646 -1.0662  -0.633
O 0.4449 -0.0640 -1.6073  -0.517
O -1.1658 0.3683 -0.1470  -0.879
C -0.5225 0.7754 -1.1537  0.920
C 1.9193 0.8768 -0.1575  -0.078
C -1.5534 -3.5003 1.6318  0.650
C 1.4493 -0.1730 -0.6823  0.054
Li 0.3546 -0.9041 1.2874  0.956
H 2.5911 1.3303 0.5561  0.247

Charge = +1
Energy above the lowest of the compared OMol25 structures with the same formula, charge and spin = 77.80 kcal/mol
Max |F| = 8.56 eV Å⁻¹
Total energy = -2240.4077 Ha
Highest occupied orbital energy (spin up / spin down) = -12.616 / -14.195 eV
Orbital gap (spin up / spin down) = 7.206 / 8.373 eV
Multiplicity = 2

2.
Entry from the Open Molecules 2025 dataset: the molecule C4HN3O2 (ωB97M-V with the def2-TZVPD basis set).

Last column: natural (NBO) charge in e.
Atoms and positions in Å:
O 1.7024 1.1598 2.7447  -0.482
O 0.6077 1.7958 0.9791  -0.325
N 0.8359 -0.6026 1.5590  -0.139
N 0.1641 -1.0567 0.5902  -0.064
N -0.2495 1.2700 -0.1376  -0.028
C -1.2407 -1.0952 -2.4765  -0.103
C -0.2135 -0.0231 -0.3239  0.191
C -0.7315 -0.5163 -1.5515  -0.115
C 1.1165 0.8192 1.7895  0.780
H -1.9915 -1.7509 -3.1731  0.286

Charge = 0
Energy above the lowest of the compared OMol25 structures with the same formula, charge and spin = 115.48 kcal/mol
SMILES = C#Cc1nnc(=O)on1
Max |F| = 4.01 eV Å⁻¹
Total energy = -467.5546 Ha
Highest occupied orbital energy = -10.589 eV
Orbital gap = 8.434 eV

3.
Entry from the Open Molecules 2025 dataset: the molecule C4HNO (ωB97M-V with the def2-TZVPD basis set).

Last column: natural (NBO) charge in e.
Atoms and positions in Å:
O 1.5827 -1.3902 -0.7523  -0.423
N 0.3943 -0.5690 2.4931  -0.270
C 0.6949 -0.7661 -0.2657  0.488
C 0.3989 -0.8776 1.3386  0.159
C -1.1350 1.1841 -0.7873  -0.089
C -0.1170 0.3281 -0.9190  -0.149
H -1.8188 2.0906 -1.1075  0.284

Charge = 0
Energy above the lowest of the compared OMol25 structures with the same formula, charge and spin = 41.55 kcal/mol
SMILES = C#CC(=O)C#N
Max |F| = 7.73 eV Å⁻¹
Total energy = -282.8510 Ha
Highest occupied orbital energy = -11.446 eV
Orbital gap = 10.216 eV

4.
Entry from the Open Molecules 2025 dataset: the molecule C4HNO (ωB97M-V with the def2-TZVPD basis set).

Last column: natural (NBO) charge in e.
Atoms and positions in Å:
O 1.8679 1.5244 -0.4216  -0.458
N -2.3214 -0.0048 1.2302  -0.146
C -2.1824 -1.1053 0.7630  0.154
C 0.1434 -0.0325 -0.0918  -0.048
C -0.9157 -0.4527 0.3214  -0.003
C 1.4292 0.4158 -0.6094  0.357
H 1.9790 -0.3448 -1.1917  0.145

Charge = 0
Energy above the lowest of the compared OMol25 structures with the same formula, charge and spin = 60.04 kcal/mol
Max |F| = 0.95 eV Å⁻¹
Total energy = -282.8215 Ha
Highest occupied orbital energy = -10.881 eV
Orbital gap = 9.901 eV

5.
Entry from the Open Molecules 2025 dataset: the molecule C4HNO (ωB97M-V with the def2-TZVPD basis set).

Last column: natural (NBO) charge in e.
Atoms and positions in Å:
O -0.5147 1.8606 -0.0034  -0.408
N -2.7568 -0.6839 -0.0434  -0.220
C 1.9205 -0.4926 -0.0314  -0.089
C -0.4897 0.6596 -0.0438  0.439
C -1.7313 -0.1714 0.0705  0.167
C 0.7775 -0.0925 0.0259  -0.133
H 2.7944 -1.0797 0.0257  0.244

Charge = 0
Energy above the lowest of the compared OMol25 structures with the same formula, charge and spin = 7.24 kcal/mol
SMILES = C#CC(=O)C#N
Max |F| = 1.93 eV Å⁻¹
Total energy = -282.9057 Ha
Highest occupied orbital energy = -11.570 eV
Orbital gap = 10.240 eV

6.
Entry from the Open Molecules 2025 dataset: the molecule C4HNO (ωB97M-V with the def2-TZVPD basis set).

Last column: natural (NBO) charge in e.
Atoms and positions in Å:
O -1.0010 -1.0458 1.4241  -0.437
N -1.5634 0.2526 -0.3629  -0.614
C 1.8556 0.2578 -0.1165  -0.079
C 0.7241 -0.0044 0.1965  -0.147
C -0.6450 -0.3298 0.5315  0.627
C -2.2331 0.3487 -1.3329  0.403
H 2.8621 0.4892 -0.3925  0.246

Charge = 0
Energy above the lowest of the compared OMol25 structures with the same formula, charge and spin = 15.39 kcal/mol
Max |F| = 1.19 eV Å⁻¹
Total energy = -282.8927 Ha
Highest occupied orbital energy = -11.531 eV
Orbital gap = 10.657 eV

7.
Entry from the Open Molecules 2025 dataset: a cluster of 2 separate species, C4HNO3 in total (ωB97M-V with the def2-TZVPD basis set).

Last column: natural (NBO) charge in e.
Atoms and positions in Å:
O 4.3055 0.8731 -1.1188  -0.776
O 2.8060 -2.7953 -0.2229  -0.671
O 4.5026 1.2416 1.0773  -0.764
N 3.4119 -0.6131 0.4353  -0.646
C 0.0323 0.3088 -0.2942  -0.689
C 4.1250 0.6688 0.0829  0.896
C 2.8901 -1.5871 -0.0616  0.887
C 0.5371 -0.7457 -0.0885  -0.406
H -0.2143 1.3161 -0.4052  0.168

Charge = -2
Energy above the lowest of the compared OMol25 structures with the same formula, charge and spin = 28.15 kcal/mol
Max |F| = 4.66 eV Å⁻¹
Total energy = -433.3773 Ha
Highest occupied orbital energy = -0.476 eV
Orbital gap = 7.411 eV

8.
Entry from the Open Molecules 2025 dataset: a structure of composition C4HO2Yb (ωB97M-V with the def2-TZVPD basis set).

Last column: natural (NBO) charge in e.
Atoms and positions in Å:
Yb 4.0123 -1.9345 -0.5481  1.957
O 0.2343 -1.7733 1.9284  -0.622
O 1.7825 -1.9195 0.0355  -0.825
C -0.8668 1.8294 -0.0708  0.425
C -0.2409 -0.6691 0.3587  0.188
C -0.5674 0.6042 0.1165  -0.344
C 0.8963 -1.3269 0.6923  0.691
H -0.3820 -2.4850 1.7075  0.530

Charge = +2
Energy above the lowest of the compared OMol25 structures with the same formula, charge and spin = 0.00 kcal/mol
Max |F| = 5.80 eV Å⁻¹
Total energy = -1461.2443 Ha
Highest occupied orbital energy (spin up / spin down) = -17.360 / -17.913 eV
Orbital gap (spin up / spin down) = 6.861 / 7.406 eV
Multiplicity = 2

9.
Entry from the Open Molecules 2025 dataset: a structure of composition C4HgN3OS2 (ωB97M-V with the def2-TZVPD basis set).

Last column: natural (NBO) charge in e.
Atoms and positions in Å:
Hg -0.0284 1.5807 -1.2841  0.261
S 0.1801 -1.7963 0.9392  0.481
S 1.9302 0.6861 0.8944  0.185
O -2.0593 -0.8369 0.5497  -0.264
N 4.3780 -0.2415 3.4631  -0.258
N -0.9616 -0.5051 0.8673  -0.016
N 1.7136 -3.7652 3.4839  -0.261
C 1.9684 -2.7323 3.0489  0.258
C 1.5497 -0.8427 1.5482  -0.310
C 3.4528 -0.7760 3.0386  0.260
C 2.2978 -1.4431 2.5096  -0.336

Charge = 0
Energy above the lowest of the compared OMol25 structures with the same formula, charge and spin = 0.00 kcal/mol
Max |F| = 1.05 eV Å⁻¹
Total energy = -1341.5773 Ha
Highest occupied orbital energy (spin up / spin down) = -9.601 / -9.441 eV
Orbital gap (spin up / spin down) = 8.233 / 5.615 eV
Multiplicity = 2

10.
Entry from the Open Molecules 2025 dataset: the ion C4I4NO4 with charge +1 (ωB97M-V with the def2-TZVPD basis set).

Last column: natural (NBO) charge in e.
Atoms and positions in Å:
I -1.7256 -1.9287 0.1264  0.228
I 2.6132 1.9558 -0.2490  0.217
I -2.6285 2.4487 0.0887  0.626
I 2.2558 -2.7606 -0.2188  0.190
O 1.9869 -0.6426 1.7820  -0.473
O -0.2806 1.7875 -0.4963  -0.651
O -4.9348 2.6222 2.1462  -0.275
O 0.1935 -1.4769 -2.0063  -0.434
N 0.6854 -0.2785 -0.0160  -0.685
C -4.3141 2.7247 1.2458  0.568
C 0.6727 1.0861 -0.2575  0.622
C 1.6239 -0.9894 0.7218  0.548
C -0.1479 -1.1742 -0.9429  0.520

Charge = +1
Max |F| = 3.30 eV Å⁻¹
Total energy = -1698.5739 Ha
Highest occupied orbital energy = -12.732 eV
Orbital gap = 6.686 eV

11.
Entry from the Open Molecules 2025 dataset: a structure of composition C4KLiO2 (ωB97M-V with the def2-TZVPD basis set).

Last column: natural (NBO) charge in e.
Atoms and positions in Å:
K -0.3709 4.7808 3.0311  0.995
O 0.7791 -2.9576 -1.2185  -0.728
O -1.2065 3.4274 0.9167  -0.701
C -0.3971 1.5728 0.6369  0.296
C 0.1097 -0.7481 -0.3836  -0.203
C 0.4650 -1.8843 -0.8464  0.583
C -0.1763 0.4283 0.1059  -0.232
Li 0.7970 -4.6192 -2.2422  0.988

Charge = +1
Energy above the lowest of the compared OMol25 structures with the same formula, charge and spin = 0.00 kcal/mol
Max |F| = 4.94 eV Å⁻¹
Total energy = -909.8896 Ha
Highest occupied orbital energy (spin up / spin down) = -10.889 / -10.682 eV
Orbital gap (spin up / spin down) = 6.872 / 6.138 eV
Multiplicity = 2

12.
Entry from the Open Molecules 2025 dataset: a structure of composition C4MnN2S5Sb (ωB97M-V with the def2-TZVPD basis set).

Last column: natural (NBO) charge in e.
Atoms and positions in Å:
Sb -1.5845 2.7059 -1.7327  0.886
Mn -0.6325 0.2535 0.5471  0.782
S -1.9362 -1.3902 1.3372  -0.178
S -0.9134 0.2677 -1.6119  -0.701
S -0.6254 2.4267 0.5875  -0.717
S -0.0516 3.8081 -2.9950  -0.962
S 0.8231 -0.5616 2.0973  -0.196
N -3.7274 -0.8210 4.5742  -0.412
N 0.3147 0.0425 5.7808  -0.413
C -0.8323 -0.8035 2.5455  -0.274
C -1.2709 -0.5796 3.8566  -0.487
C -0.3810 -0.2177 4.8957  0.337
C -2.6288 -0.7254 4.2297  0.335

Charge = -2
Energy above the lowest of the compared OMol25 structures with the same formula, charge and spin = 7.74 kcal/mol
Max |F| = 1.92 eV Å⁻¹
Total energy = -3644.2955 Ha
Highest occupied orbital energy (spin up / spin down) = -1.501 / -1.722 eV
Orbital gap (spin up / spin down) = 6.095 / 6.574 eV
Multiplicity = 5